Entry from OMol25: a cluster of 2 separate species, C5H13NO in total in a non-equilibrium geometry (ωB97M-V with the def2-TZVPD basis set).

Atoms and positions in Å:
C (2.29752, -0.40563, -0.84059)
O (1.61697, 1.90045, 0.07366)
C (1.20080, -0.87649, 0.07366)
C (-0.34866, -1.21651, -0.37469)
C (-1.33937, -0.13800, -0.75011)
C (-1.67915, 0.94796, 0.21026)
N (-2.07267, 0.52184, 1.62779)
H (3.27225, -0.91494, -0.73756)
H (2.14376, -0.37152, -1.93953)
H (1.97268, 0.94470, -0.23118)
H (1.04649, -0.13238, 0.92802)
H (1.50826, -1.77890, 0.74777)
H (-0.83521, -1.85203, 0.39194)
H (-0.17738, -1.98230, -1.22503)
H (-1.71054, 0.12464, -1.69471)
H (0.76714, 1.97953, -0.42924)
H (-2.65531, 1.55757, 0.01070)
H (-0.90443, 1.70160, 0.48239)
H (-1.32563, 0.17276, 2.09525)
H (-2.77751, -0.18236, 1.58120)

Output
ΔE to the lowest compared entry with this formula, charge and spin: 182.71 kcal per mole
Net charge: 0
Spin multiplicity: 1
Highest occupied orbital energy: -6.932 eV
Frontier orbital gap: 4.45 eV